Density functional theory data (ωB97M-V/def2-TZVPD) for a molecular structure, C26H31GeN4O2Rh in a non-equilibrium geometry.

Each line ends with the natural charge from an NBO analysis.
CARTESIAN COORDINATES (ANGSTROEM)
Rh: -0.65484 1.31932 0.21542  0.52
O: -3.42166 0.37521 2.89276  -0.44
C: -2.86346 0.81315 1.93936  0.66
N: -1.49812 1.30151 1.94609  -0.45
C: -0.88295 1.98656 2.87387  0.34
C: -1.39738 2.31977 4.17375  -0.26
C: -0.62297 3.05428 4.99172  -0.12
C: 0.69866 3.51000 4.59555  -0.08
C: 1.24323 3.24688 3.38693  -0.27
C: 0.48416 2.47374 2.45658  0.29
N: 0.80015 2.16926 1.20828  -0.49
C: 1.87959 2.73393 0.46219  0.66
O: 2.75467 3.40450 0.91950  -0.46
C: 1.76290 2.36482 -0.98193  0.07
C: 2.80193 2.67033 -1.83726  -0.16
C: 2.75096 2.20088 -3.14220  -0.11
C: 1.66545 1.43633 -3.53134  -0.22
C: 0.64909 1.19301 -2.62164  0.12
N: 0.67493 1.66240 -1.37155  -0.46
C: -3.43526 0.89427 0.54123  0.08
C: -4.79958 0.86771 0.35980  -0.16
C: -5.29958 0.99083 -0.93236  -0.11
C: -4.41158 1.13881 -1.98428  -0.20
C: -3.04853 1.14470 -1.72699  0.07
N: -2.56116 1.02619 -0.49328  -0.43
H: -2.36920 1.95422 4.47013  0.27
H: -0.97648 3.31308 5.98069  0.26
H: 1.26914 4.08490 5.31363  0.26
H: 2.22777 3.59327 3.11960  0.28
H: 3.63689 3.24526 -1.46087  0.27
H: 3.55335 2.41479 -3.83507  0.26
H: 1.59471 1.02899 -4.53001  0.26
H: -0.22188 0.61684 -2.90146  0.21
H: -5.44541 0.74956 1.21931  0.27
H: -6.36609 0.97507 -1.11049  0.26
H: -4.76050 1.24922 -3.00114  0.26
H: -2.32644 1.25501 -2.52423  0.22
C: -0.51723 -5.72547 -1.02944  -0.61
C: -0.05583 -4.27549 -1.08167  -0.39
C: -1.17132 -3.32884 -1.51123  -0.41
C: -0.72903 -1.85710 -1.57267  -0.84
Ge: -0.51003 -1.17810 0.24581  1.32
C: 1.11474 -1.41765 1.30615  -0.84
C: 2.42413 -0.89044 0.72406  -0.40
C: 2.90813 -1.61471 -0.52562  -0.40
C: 4.26199 -1.09953 -0.99636  -0.60
H: 0.29738 -6.38974 -0.74541  0.23
H: -0.88696 -6.05008 -2.00297  0.22
H: -1.32333 -5.85567 -0.30578  0.21
H: 0.78547 -4.17418 -1.77407  0.21
H: 0.32658 -3.98122 -0.09600  0.18
H: -2.02583 -3.44104 -0.83516  0.21
H: -1.53274 -3.62009 -2.50070  0.23
H: -1.48243 -1.25892 -2.09016  0.23
H: 0.21028 -1.76466 -2.11832  0.23
H: -1.76136 -1.55860 1.06290  -0.16
H: 1.18148 -2.49347 1.50008  0.26
H: 0.90339 -0.95150 2.27243  0.24
H: 3.19638 -0.95745 1.49543  0.23
H: 2.32368 0.17687 0.49749  0.17
H: 2.17545 -1.49526 -1.33096  0.18
H: 2.96490 -2.68788 -0.32395  0.22
H: 4.23070 -0.01999 -1.17011  0.19
H: 4.57262 -1.57906 -1.92374  0.23
H: 5.03426 -1.28935 -0.25033  0.22

Output
- Total charge: +2
- ΔE to the lowest compared entry with this formula, charge and spin: 0.00 kcal/mol
- Electronic energy: -3565.8131 hartree